Version a
Entry from the OMol25 dataset: a gas-phase ion, C4H10N2OS (charge +1) (wB97M-V/def2-TZVPD).

Last columns: bonded neighbours and bond lengths (Å).
Atoms and positions in Å:
1 O 0.5126 0.1898 -2.1387  C2 1.200
2 C 0.8331 0.4616 -1.0143  O1 1.200, N3 1.426, C7 1.513
3 N -0.2496 0.7066 -0.1190  C2 1.426, C4 1.433, H9 1.026
4 C -0.2159 0.3905 1.2787  N3 1.433, C5 1.532, H10 1.102, H11 1.088
5 C -1.0171 -0.8552 1.6701  C4 1.532, S6 1.809, H12 1.096, H13 1.080
6 S -2.7144 -0.8191 1.0456  C5 1.809, H14 1.339
7 C 2.2612 0.6924 -0.5694  C2 1.513, N8 1.442, H15 1.088, H16 1.095
8 N 3.2999 0.3807 -1.5197  C7 1.442, H17 1.013, H18 1.014
9 H -1.1539 0.4864 -0.5507  N3 1.026
10 H -0.7490 1.2524 1.7107  C4 1.102
11 H 0.7961 0.4802 1.6671  C4 1.088
12 H -1.0085 -0.8701 2.7658  C5 1.096
13 H -0.5797 -1.7742 1.3093  C5 1.080
14 H -2.5921 -1.7647 0.1052  S6 1.339
15 H 2.4925 0.2687 0.4062  C7 1.088
16 H 2.3587 1.7628 -0.3607  C7 1.095
17 H 3.3843 -0.6237 -1.6202  N8 1.013
18 H 3.1045 0.7863 -2.4281  N8 1.014

Results
LUMO (alpha / beta) in eV: -3.5783 / -8.8437
Total charge: +1
HOMO (alpha / beta) in eV: -13.96 / -13.81
Spin multiplicity: 2
Expectation value of S²: 0.769

The molecule's Löwdin atomic charges, reported in e, are given here: O 0.236; C -0.345; N 0.189; C -0.214; C -0.493; S 0.804; C -0.182; N 0.052; H 0.130; H 0.160; H 0.130; H 0.095; H 0.082; H -0.110; H 0.126; H 0.151; H 0.095; H 0.096

Version b
Entry from the OMol25 dataset: a gas-phase ion, C4H10N2OS (charge +1) (wB97M-V/def2-TZVPD).

Last columns: bonded neighbours and bond lengths (Å).
Atoms and positions in Å:
1 O 0.0459 0.0998 -2.4367  C2 1.210
2 C 0.2520 0.2928 -1.2597  O1 1.210, N3 1.333, C7 1.576
3 N -0.7299 0.3763 -0.3617  C2 1.333, C4 1.453, H9 1.016
4 C -0.6550 0.5219 1.0816  N3 1.453, C5 1.511, H10 1.108, H11 1.096
5 C -1.3065 -0.6339 1.8050  C4 1.511, S6 1.832, H12 1.085, H13 1.106
6 S -3.0068 -1.1872 1.4082  C5 1.832, H14 1.344
7 C 1.7128 0.5205 -0.7128  C2 1.576, N8 1.444, H15 1.083, H16 1.103
8 N 2.6240 -0.0579 -1.6725  C7 1.444, H17 1.019, H18 1.019
9 H -1.7142 0.2966 -0.6007  N3 1.016
10 H -1.2786 1.3872 1.3826  C4 1.108
11 H 0.3048 0.7972 1.5339  C4 1.096
12 H -1.2917 -0.5609 2.8872  C5 1.085
13 H -0.7538 -1.5722 1.6120  C5 1.106
14 H -2.8672 -1.4253 0.0932  S6 1.344
15 H 1.8984 0.0852 0.2618  C7 1.083
16 H 1.7102 1.6228 -0.7334  C7 1.103
17 H 2.5744 -1.0703 -1.7792  N8 1.019
18 H 2.4813 0.5073 -2.5088  N8 1.019

Results
LUMO (alpha / beta) in eV: -3.3661 / -9.0200
Total charge: +1
HOMO (alpha / beta) in eV: -12.61 / -12.58
Spin multiplicity: 2
Expectation value of S²: 0.757

The molecule's Löwdin atomic charges, reported in e, are given here: O 0.150; C -0.421; N 0.101; C -0.240; C -0.544; S 0.748; C -0.056; N 0.249; H 0.147; H 0.138; H 0.125; H 0.078; H 0.071; H -0.152; H 0.135; H 0.168; H 0.159; H 0.146

Quick one: most stable of them? version a

Version a
Entry from the OMol25 dataset: a gas-phase ion, C8H17N2O (charge +1) (wB97M-V/def2-TZVPD).

Last columns: bonded neighbours and bond lengths (Å).
Atoms and positions in Å:
1 C 0.5864 0.1207 0.7379  N9 1.523, N10 1.282, O11 1.304
2 C -1.5575 0.7224 -0.0922  C3 1.492, N9 1.422, H12 1.069, H13 1.086
3 C -0.9513 1.7948 0.7502  C2 1.492, C4 1.468, O11 1.427, H14 1.003
4 C -0.9477 3.0917 0.0622  C3 1.468, H15 1.140, H16 1.151, H17 1.086
5 C -1.8580 -1.4519 -1.8677  C8 1.503, H18 1.087, H19 1.065, H20 1.079
6 C 2.7852 0.2519 1.6595  N10 1.568, H21 1.186, H22 1.101, H23 1.066
7 C 2.0138 -1.9242 0.8727  N10 1.412, H24 1.091, H25 1.039, H26 1.122
8 C -1.3163 -1.6738 -0.4838  C5 1.503, N9 1.536, H27 1.185, H28 1.121
9 N -0.6765 -0.3843 0.0535  C1 1.523, C2 1.422, C8 1.536
10 N 1.5968 -0.5909 1.0791  C1 1.282, C6 1.568, C7 1.412
11 O 0.3854 1.3771 1.0233  C1 1.304, C3 1.427
12 H -2.5382 0.3681 0.1431  C2 1.069
13 H -1.5794 1.1553 -1.0885  C2 1.086
14 H -1.3879 1.7953 1.6537  C3 1.003
15 H -0.2773 3.1397 -0.8591  C4 1.140
16 H -0.5684 3.9962 0.6636  C4 1.151
17 H -1.9020 3.4281 -0.3333  C4 1.086
18 H -2.0450 -0.3951 -2.0429  C5 1.087
19 H -1.1465 -1.6603 -2.6318  C5 1.065
20 H -2.7362 -2.0723 -1.9535  C5 1.079
21 H 2.8724 -0.0619 2.8003  C6 1.186
22 H 3.6679 0.0017 1.0506  C6 1.101
23 H 2.5899 1.2817 1.4653  C6 1.066
24 H 2.5449 -2.2385 -0.0274  C7 1.091
25 H 2.6611 -2.2617 1.6123  C7 1.039
26 H 1.1205 -2.6026 0.9103  C7 1.122
27 H -0.5291 -2.5551 -0.3935  C8 1.185
28 H -2.1444 -1.7901 0.2635  C8 1.121

Results
LUMO in eV: -2.4546
SMILES string: CCN1C[C@H](C)OC1=[N+](C)C
Total charge: +1
HOMO in eV: -13.11

The molecule's Löwdin atomic charges, reported in e, are given here: C -0.198; C -0.153; C -0.310; C -0.027; C -0.074; C 0.063; C -0.040; C -0.161; N -0.002; N -0.061; O 0.099; H 0.143; H 0.118; H 0.128; H 0.123; H 0.123; H 0.096; H 0.065; H 0.076; H 0.091; H 0.155; H 0.103; H 0.071; H 0.117; H 0.077; H 0.106; H 0.141; H 0.129

Version b
Entry from the OMol25 dataset: a gas-phase ion, C8H17N2O (charge +1) (wB97M-V/def2-TZVPD).

Last columns: bonded neighbours and bond lengths (Å).
Atoms and positions in Å:
1 C -0.7100 -1.4631 -0.7797  C2 1.525, C5 1.512, H12 1.112, H13 1.080
2 C 0.7781 -1.1850 -0.9610  C1 1.525, C6 1.493, H14 1.152, H15 1.167
3 C -2.1751 -0.4887 1.0010  C5 1.341, H16 1.170, H17 1.082
4 C 1.7336 -1.5149 1.4948  C6 1.465, N10 1.433, H18 1.184, H19 1.053
5 C -1.4418 -0.3229 -0.1092  C1 1.512, C3 1.341, C8 1.516
6 C 1.2546 -0.7064 0.3707  C2 1.493, C4 1.465, N9 1.308
7 C -0.5115 2.6564 -2.1649  O11 1.366, H20 1.123, H21 1.107, H22 1.120
8 C -1.5532 1.0646 -0.7097  C5 1.516, O11 1.445, H23 1.064, H24 1.077
9 N 1.2522 0.5881 0.5592  C6 1.308, H25 1.057, H26 1.029
10 N 1.9917 -0.7100 2.6518  C4 1.433, H27 0.971, H28 0.981
11 O -0.3860 1.5066 -1.4389  C7 1.366, C8 1.445
12 H -1.2552 -1.6911 -1.7217  C1 1.112
13 H -0.6603 -2.3592 -0.1796  C1 1.080
14 H 1.2396 -2.1089 -1.4721  C2 1.152
15 H 1.0269 -0.3538 -1.7418  C2 1.167
16 H -2.6368 0.4168 1.5808  C3 1.170
17 H -2.4544 -1.4736 1.3523  C3 1.082
18 H 0.8949 -2.3124 1.7425  C4 1.184
19 H 2.4768 -2.2361 1.3057  C4 1.053
20 H 0.4747 3.1815 -2.2792  C7 1.123
21 H -1.2856 3.3464 -1.7784  C7 1.107
22 H -0.9753 2.6161 -3.1836  C7 1.120
23 H -1.5594 1.7099 0.1366  C8 1.064
24 H -2.3795 1.1302 -1.3971  C8 1.077
25 H 1.5880 0.7311 1.5509  N9 1.057
26 H 0.9144 1.2813 -0.1228  N9 1.029
27 H 2.8580 -0.3128 2.8402  N10 0.971
28 H 1.5005 -0.9903 3.4533  N10 0.981

Results
LUMO in eV: -3.6837
SMILES string: C=C(CCC(=[NH2+])CN)COC
Total charge: +1
HOMO in eV: -13.02

The molecule's Löwdin atomic charges, reported in e, are given here: C -0.139; C -0.118; C 0.072; C -0.166; C -0.303; C -0.221; C -0.136; C -0.134; N 0.265; N 0.036; O -0.256; H 0.150; H 0.110; H 0.161; H 0.153; H 0.120; H 0.071; H 0.194; H 0.125; H 0.113; H 0.096; H 0.103; H 0.118; H 0.142; H 0.140; H 0.133; H 0.083; H 0.088

Quick one: most stable of them? version a

Version a
Entry from the OMol25 dataset: a gas-phase ion, CH6N2P (charge +1) (wB97M-V/def2-TZVPD).

Last columns: bonded neighbours and bond lengths (Å).
Atoms and positions in Å:
1 C 0.7440 0.3528 0.3796  N2 1.273, N3 1.318, H5 1.111
2 N 1.9864 0.1541 0.1858  C1 1.273, H6 1.082, H7 0.953
3 N -0.2645 -0.3976 -0.0151  C1 1.318, P4 2.211, H8 1.074
4 P -2.3483 0.3347 0.0837  N3 2.211, H9 1.421, H10 1.452
5 H 0.3160 1.3182 0.7257  C1 1.111
6 H 2.7135 0.6715 0.7967  N2 1.082
7 H 2.2036 -0.6508 -0.2751  N2 0.953
8 H 0.1734 -1.1397 -0.6565  N3 1.074
9 H -3.2008 -0.8014 0.1327  P4 1.421
10 H -2.3233 0.1583 -1.3575  P4 1.452

Results
LUMO in eV: -5.3224
SMILES string: N/C=[NH+]/P
Total charge: +1
HOMO in eV: -15.30

The molecule's Löwdin atomic charges, reported in e, are given here: C -0.341; N 0.179; N -0.114; P 0.945; H 0.140; H 0.204; H 0.089; H 0.130; H -0.130; H -0.103

Version b
Entry from the OMol25 dataset: a gas-phase ion, CH6N2P (charge +1) (wB97M-V/def2-TZVPD).

Last columns: bonded neighbours and bond lengths (Å).
Atoms and positions in Å:
1 C -0.6580 0.3627 0.0446  N2 1.298, N3 1.279, H5 1.109
2 N -1.9470 0.2154 0.0765  C1 1.298, H6 1.026, H7 1.052
3 N 0.2906 -0.4392 0.3485  C1 1.279, P4 2.052, H8 1.022
4 P 2.2930 -0.0265 0.1725  N3 2.052, H9 1.433, H10 1.341
5 H -0.3142 1.3607 -0.2961  C1 1.109
6 H -2.4867 1.0156 -0.2726  N2 1.026
7 H -2.4644 -0.6400 0.4056  N2 1.052
8 H 0.4406 -1.1911 1.0237  N3 1.022
9 H 2.2381 0.5553 -1.1360  P4 1.433
10 H 2.6080 -1.2129 -0.3667  P4 1.341

Results
LUMO in eV: -4.3134
SMILES string: N/C=[NH+]/P
Total charge: +1
HOMO in eV: -14.72

The molecule's Löwdin atomic charges, reported in e, are given here: C -0.309; N 0.174; N -0.115; P 0.922; H 0.157; H 0.146; H 0.175; H 0.097; H -0.095; H -0.152

Quick one: most stable of them? version b

Version a
Entry from the OMol25 dataset: a gas-phase ion, C4H7N2O (charge +1) (wB97M-V/def2-TZVPD).

Last columns: bonded neighbours and bond lengths (Å).
Atoms and positions in Å:
1 C -1.4696 1.0303 -0.3873  C2 1.592, C3 1.450, O7 1.237
2 C -0.1947 1.3611 0.5060  C1 1.592, N6 1.537, H8 1.080, H9 1.194
3 C -1.6784 -0.3584 -0.7504  C1 1.450, N5 1.391, H10 0.995
4 C 0.5528 -1.0514 0.0269  N5 1.305, N6 1.462, H11 1.121
5 N -0.5916 -1.2098 -0.5807  C3 1.391, C4 1.305, H12 0.998
6 N 0.9092 0.3634 0.1209  C2 1.537, C4 1.462, H13 0.971, H14 1.033
7 O -2.2496 1.9388 -0.6969  C1 1.237
8 H 0.0681 2.3917 0.3209  C2 1.080
9 H -0.8288 1.2750 1.5135  C2 1.194
10 H -2.4504 -0.7469 -1.2435  C3 0.995
11 H 1.2818 -1.8909 0.1727  C4 1.121
12 H -0.8503 -2.1688 -0.6807  N5 0.998
13 H 1.2338 0.5905 -0.7655  N6 0.971
14 H 1.8194 0.3378 0.6097  N6 1.033

Results
LUMO (alpha / beta) in eV: -3.7361 / -6.2005
Total charge: +1
HOMO (alpha / beta) in eV: -11.39 / -14.19
Spin multiplicity: 3
Expectation value of S²: 2.019

The molecule's Löwdin atomic charges, reported in e, are given here: C -0.380; C 0.022; C 0.106; C -0.078; N 0.027; N 0.093; O 0.099; H 0.130; H 0.200; H 0.103; H 0.171; H 0.157; H 0.151; H 0.199

Version b
Entry from the OMol25 dataset: 2 unconnected molecules or ions with the total composition C4H7N2O (wB97M-V/def2-TZVPD).

Last columns: bonded neighbours and bond lengths (Å).
Atoms and positions in Å:
1 C -1.1839 0.9862 0.1909  C2 1.384, N5 1.359, H8 1.132
2 C -2.2942 0.8612 1.0069  C1 1.384, O7 1.394, H9 1.079
3 C -1.0850 -0.9690 1.1028  N5 1.315, O7 1.331, H10 1.057
4 C 2.1755 0.0185 -1.2932  N6 1.443, H11 1.177, H12 1.168, H13 1.117
5 N -0.4717 -0.1687 0.2581  C1 1.359, C3 1.315
6 N 1.8070 -0.7365 -0.1200  C4 1.443, H14 0.975
7 O -2.2128 -0.4208 1.5477  C2 1.394, C3 1.331
8 H -1.1329 1.9008 -0.4750  C1 1.132
9 H -3.1933 1.4365 1.1631  C2 1.079
10 H -0.8379 -1.9843 1.2595  C3 1.057
11 H 1.6776 1.0577 -1.0545  C4 1.177
12 H 3.3226 0.1480 -1.1161  C4 1.168
13 H 1.9255 -0.4702 -2.2665  C4 1.117
14 H 1.5036 -1.6593 -0.2038  N6 0.975

Results
LUMO (alpha / beta) in eV: -2.9285 / -8.4842
Total charge: +1
HOMO (alpha / beta) in eV: -13.89 / -13.76
Spin multiplicity: 3
Expectation value of S²: 2.010

The molecule's Löwdin atomic charges, reported in e, are given here: C -0.100; C 0.001; C -0.127; C -0.082; N 0.067; N 0.274; O 0.066; H 0.148; H 0.138; H 0.141; H 0.126; H 0.142; H 0.128; H 0.078

Quick one: most stable of them? version a